No. 1
Computed, not measured: a structure of composition C16H21BBr40F3NO5PS, with the ωB97M-V functional and the def2-TZVPD basis.

Output
Total charge: -1
Gap between HOMO and LUMO (Ha): 0.260
Spin multiplicity: 1
E_tot (a.u.): -105077.79626

Geometry (Å):
N1 -0.078 -3.387 1.527
B1 -1.494 -3.013 1.532
O1 -2.446 -4.022 1.289
P1 -2.124 -1.201 1.904
Br1 -4.077 -1.467 0.581
S1 -0.979 -0.122 0.256
O2 -1.799 0.958 -0.298
O3 0.289 0.402 0.738
C1 -0.606 -1.255 -1.200
F1 -1.673 -2.025 -1.533
F2 0.473 -2.052 -0.972
F3 -0.291 -0.441 -2.274
O4 -2.991 -1.930 3.241
C2 -2.339 -1.916 4.465
C3 -0.904 -1.307 4.258
O5 -0.762 -0.929 2.910
H1 0.028 -4.207 0.935
H2 0.250 -3.589 2.465
H3 -2.571 -4.481 2.134
H4 -2.666 0.083 2.142
H5 -2.812 -1.228 5.159
H6 -2.179 -2.889 4.932
H7 -0.107 -1.996 4.532
H8 -0.856 -0.382 4.835
C4 -0.905 -6.822 -1.594
Br2 -2.358 -7.577 -0.574
Br3 -1.066 -4.917 -1.797
Br4 0.802 -7.309 -0.837
H9 -0.951 -7.257 -2.581
C5 -4.485 3.305 0.028
Br5 -4.713 3.442 1.932
Br6 -6.207 3.185 -0.839
Br7 -3.415 4.749 -0.667
H10 -3.941 2.389 -0.177
C6 3.525 0.012 -0.530
Br8 3.684 1.655 -1.537
Br9 4.395 -1.460 -1.432
Br10 4.195 0.209 1.261
H11 2.475 -0.231 -0.459
C7 7.516 -0.665 -2.996
Br11 7.336 0.490 -4.528
Br12 8.586 -2.221 -3.387
Br13 8.191 0.300 -1.473
H12 6.525 -1.011 -2.739
C8 -2.517 1.456 -3.953
Br14 -4.251 2.266 -3.738
Br15 -2.245 0.866 -5.770
Br16 -1.083 2.608 -3.359
H13 -2.503 0.581 -3.322
C9 -5.816 -5.808 -2.160
Br17 -7.653 -5.214 -2.153
Br18 -5.220 -6.234 -3.949
Br19 -4.648 -4.553 -1.299
H14 -5.780 -6.726 -1.592
C10 -5.051 2.493 6.092
Br20 -6.934 2.134 6.286
Br21 -4.182 1.208 4.961
Br22 -4.725 4.277 5.444
H15 -4.607 2.420 7.074
C11 -9.136 5.479 -1.853
Br23 -10.311 6.695 -0.926
Br24 -9.622 3.644 -1.540
Br25 -9.054 5.869 -3.738
H16 -8.142 5.619 -1.448
C12 5.777 2.066 4.810
Br26 6.591 3.544 3.881
Br27 3.863 2.230 4.901
Br28 6.318 0.388 4.026
H17 6.152 2.074 5.823
C13 10.022 1.435 3.735
Br29 10.712 0.307 2.334
Br30 10.478 0.763 5.482
Br31 10.562 3.271 3.514
H18 8.943 1.412 3.657
C14 7.562 -2.868 2.153
Br32 5.775 -2.987 2.867
Br33 8.825 -3.848 3.233
Br34 7.637 -3.418 0.310
H19 7.855 -1.828 2.189
C15 -4.560 5.749 -5.030
Br35 -2.874 6.554 -5.497
Br36 -5.226 6.420 -3.354
Br37 -5.857 5.945 -6.446
H20 -4.383 4.690 -4.902
C16 4.593 2.109 -7.079
Br38 6.174 3.095 -7.582
Br39 4.065 2.493 -5.271
Br40 3.149 2.392 -8.323
H21 4.849 1.061 -7.120

Mulliken atomic charge list, values in e, 4 entries: N -0.2859; B 0.4276; O -0.3267; P 0.3441

***

No. 2
Computed, not measured: a cluster of 3 separate species, C16H21BF3N2O4 in total, with the ωB97M-V functional and the def2-TZVPD basis.

Output
Total charge: -1
Gap between HOMO and LUMO (Ha): 0.217
Spin multiplicity: 1
E_tot (a.u.): -1357.22436

Geometry (Å):
O1 5.561 1.530 2.244
C1 4.657 0.568 2.776
O2 4.973 -0.812 2.459
B1 3.687 -1.599 2.486
O3 2.688 -0.609 3.003
C2 3.126 0.574 2.299
C3 2.248 1.893 2.445
C4 0.910 1.723 3.291
O4 -0.270 1.457 2.508
C5 -0.316 0.109 2.041
C6 -0.870 -0.931 3.113
F1 0.026 -1.256 4.115
F2 -2.068 -0.414 3.640
F3 -1.225 -2.159 2.512
H1 6.388 1.097 1.965
H2 4.552 0.496 3.919
H3 3.485 -1.800 1.316
H4 3.714 -2.681 2.986
H5 3.218 0.419 1.172
H6 1.964 2.213 1.384
H7 2.849 2.725 2.940
H8 1.102 0.984 4.127
H9 0.725 2.728 3.806
H10 -1.088 0.094 1.182
H11 0.658 -0.244 1.560
N1 -3.056 -0.228 -0.248
C7 -4.284 -0.347 0.276
C8 -5.263 -1.183 -0.234
C9 -4.961 -1.940 -1.355
C10 -3.698 -1.835 -1.919
C11 -2.787 -0.972 -1.331
H12 -4.474 0.268 1.150
H13 -6.238 -1.241 0.234
H14 -5.701 -2.606 -1.785
H15 -3.427 -2.411 -2.795
H16 -1.786 -0.858 -1.734
N2 -0.138 0.042 -3.599
C12 0.282 1.265 -3.952
C13 0.033 1.842 -5.187
C14 -0.690 1.114 -6.117
C15 -1.136 -0.155 -5.781
C16 -0.838 -0.642 -4.518
H17 0.847 1.795 -3.192
H18 0.396 2.837 -5.414
H19 -0.905 1.530 -7.095
H20 -1.703 -0.753 -6.483
H21 -1.169 -1.628 -4.208

natural (NBO) atomic charge list, values in e, 4 entries: O -0.7559; C 0.3679; O -0.7650; B 0.4315

***

No. 3
Computed, not measured: a structure of composition C16H21BeBrN7O4S, with the ωB97M-V functional and the def2-TZVPD basis.

Output
Total charge: +1
Gap between HOMO and LUMO (Ha): 0.275
Spin multiplicity: 1
E_tot (a.u.): -4293.55345

Geometry (Å):
Be1 -0.963 0.222 0.443
N1 0.233 0.532 -0.885
C1 0.639 -0.826 -1.280
C2 0.997 -0.986 -2.755
C3 2.282 -0.250 -3.158
C4 3.560 -1.010 -2.775
N2 3.704 -1.261 -1.336
C5 3.980 -0.350 -0.414
N3 4.371 0.876 -0.767
N4 3.852 -0.656 0.876
C6 -0.476 -1.791 -0.824
O1 -0.417 -2.969 -1.104
O2 -1.348 -1.219 -0.053
H1 -0.372 0.984 -1.573
H2 1.020 1.155 -0.748
H3 1.471 -1.124 -0.647
H4 0.160 -0.613 -3.350
H5 1.091 -2.051 -2.980
H6 2.284 0.756 -2.731
H7 2.304 -0.131 -4.242
H8 4.450 -0.496 -3.145
H9 3.538 -1.989 -3.248
H10 3.389 -2.159 -1.007
H11 4.559 1.102 -1.728
H12 4.649 1.544 -0.070
H13 3.362 -1.488 1.168
H14 3.993 0.042 1.586
S1 0.634 -0.189 2.107
C7 0.202 -1.807 2.356
N5 -1.033 -2.113 2.849
C8 -1.483 -3.377 2.932
C9 -0.655 -4.404 2.593
C10 0.637 -4.051 2.185
N6 1.057 -2.804 2.086
H15 -1.659 -1.341 3.033
H16 -2.498 -3.522 3.272
H17 -0.981 -5.430 2.632
H18 1.356 -4.817 1.920
Br1 -5.818 6.261 -0.763
C11 -4.984 4.930 0.290
C12 -5.371 4.750 1.613
N7 -4.813 3.839 2.399
C13 -3.864 3.062 1.893
C14 -3.429 3.157 0.576
C15 -4.000 4.124 -0.244
C16 -2.393 2.249 0.007
O3 -2.008 2.403 -1.148
O4 -1.962 1.320 0.824
H19 -6.155 5.360 2.047
H20 -3.422 2.331 2.558
H21 -3.672 4.222 -1.269

natural (NBO) atomic charge list, values in e, 4 entries: Be 1.6453; N -0.9627; C -0.1698; C -0.4254

***

No. 4
Computed, not measured: a structure of composition C16H21Br2ClFN2NbO3S, with the ωB97M-V functional and the def2-TZVPD basis.

Output
Total charge: -2
Gap between HOMO and LUMO (Ha): 0.152
Spin multiplicity: 1
E_tot (a.u.): -7120.71406

Geometry (Å):
O1 3.951 2.159 2.042
C1 3.389 1.190 2.589
O2 3.438 0.848 3.775
Nb1 2.176 -0.003 1.044
Cl1 1.996 1.983 -0.482
Br1 -0.016 0.903 2.246
C2 4.082 -0.623 0.034
C3 5.331 -0.831 0.907
C4 5.102 -1.620 2.163
Br2 6.860 -1.835 3.093
C5 0.948 -1.261 -0.455
C6 0.342 -2.577 0.064
C7 -1.055 -2.362 0.705
C8 -1.111 -2.756 2.166
S1 -2.697 -2.451 3.022
C9 -3.359 -0.980 2.367
N1 -3.605 0.131 2.930
N2 -4.154 0.949 1.967
C10 -4.190 0.279 0.899
O3 -3.732 -0.979 1.064
H1 2.250 -1.444 2.153
H2 3.872 -1.488 -0.591
H3 4.315 0.190 -0.644
H4 5.818 0.107 1.123
H5 6.054 -1.399 0.314
H6 4.766 -2.629 1.984
H7 4.468 -1.128 2.885
H8 1.663 -1.550 -1.227
H9 0.186 -0.658 -0.943
H10 0.184 -3.280 -0.754
H11 0.979 -3.017 0.820
H12 -1.813 -2.943 0.181
H13 -1.336 -1.330 0.564
H14 -0.282 -2.294 2.686
H15 -0.989 -3.831 2.226
H16 -4.522 0.564 -0.073
F1 -1.235 1.283 -3.867
C11 -2.253 2.139 -3.720
C12 -3.537 1.709 -3.995
C13 -4.590 2.599 -3.839
C14 -4.348 3.899 -3.418
C15 -3.049 4.310 -3.149
C16 -1.991 3.426 -3.295
H17 -3.702 0.692 -4.324
H18 -5.602 2.275 -4.043
H19 -5.172 4.591 -3.297
H20 -2.858 5.322 -2.818
H21 -0.973 3.721 -3.077

natural (NBO) atomic charge list, values in e, 4 entries: O -0.6707; C 0.5116; O -0.7556; Nb 1.3406

***

No. 5
Computed, not measured: a structure of composition C16H21Cl36N2O2P, with the ωB97M-V functional and the def2-TZVPD basis.

Output
Gap between HOMO and LUMO (Ha): 0.309
Spin multiplicity: 1
E_tot (a.u.): -17790.39650

Geometry (Å):
N1 -2.257 3.640 2.120
P1 -2.256 1.905 2.425
O1 -3.190 1.251 1.113
C1 -0.490 1.179 2.340
C2 0.457 2.032 1.309
N2 1.144 1.129 0.317
C3 0.941 -0.308 0.667
O2 1.617 -1.295 0.282
C4 -0.348 -0.274 1.634
H1 -1.767 4.176 2.846
H2 -1.947 3.888 1.170
H3 -3.466 2.019 0.550
H4 -0.019 0.977 3.371
H5 1.143 2.612 2.028
H6 -0.208 2.704 0.653
H7 0.639 1.212 -0.586
H8 -1.288 -0.777 1.229
H9 -0.036 -0.952 2.511
C5 2.100 -3.258 3.990
Cl1 0.480 -2.664 4.384
Cl2 3.288 -2.630 5.141
Cl3 2.125 -5.025 3.973
H10 2.364 -2.901 2.996
C6 1.659 -1.875 8.746
Cl4 0.137 -2.172 9.596
Cl5 1.582 -0.353 7.846
Cl6 3.014 -1.857 9.883
H11 1.819 -2.684 8.036
C7 -4.841 5.552 0.705
Cl7 -5.850 4.883 1.994
Cl8 -4.348 4.279 -0.422
Cl9 -5.697 6.840 -0.151
H12 -3.946 5.975 1.156
C8 2.185 0.810 -3.831
Cl10 0.982 2.074 -4.133
Cl11 3.803 1.513 -3.706
Cl12 1.787 -0.092 -2.362
H13 2.175 0.120 -4.672
C9 1.853 -9.075 3.313
Cl13 2.101 -10.808 3.566
Cl14 0.134 -8.721 3.088
Cl15 2.507 -8.147 4.669
H14 2.384 -8.781 2.410
C10 4.980 -2.777 -1.614
Cl16 5.712 -2.870 -3.222
Cl17 3.945 -4.181 -1.319
Cl18 6.230 -2.652 -0.368
H15 4.362 -1.881 -1.570
C11 5.141 3.135 -7.369
Cl19 3.624 2.833 -6.509
Cl20 5.053 4.656 -8.270
Cl21 6.518 3.162 -6.253
H16 5.291 2.325 -8.079
C12 5.823 4.624 -2.071
Cl22 4.848 3.507 -1.106
Cl23 7.476 4.701 -1.446
Cl24 5.827 4.147 -3.779
H17 5.382 5.615 -1.994
C13 -2.478 -0.188 -3.049
Cl25 -4.096 0.406 -2.647
Cl26 -1.286 0.428 -1.897
Cl27 -2.454 -1.955 -3.082
H18 -2.215 0.177 -4.041
C14 -6.587 1.334 -5.137
Cl28 -6.993 0.121 -6.360
Cl29 -6.037 2.831 -5.904
Cl30 -7.975 1.647 -4.085
H19 -5.776 0.945 -4.526
C15 -9.488 6.362 1.654
Cl31 -9.223 8.011 2.238
Cl32 -11.010 5.717 2.283
Cl33 -9.477 6.320 -0.114
H20 -8.675 5.737 2.016
C16 2.277 -9.775 -0.975
Cl34 3.361 -9.265 0.327
Cl35 0.675 -10.166 -0.335
Cl36 2.159 -8.519 -2.214
H21 2.692 -10.671 -1.433

Mulliken atomic charge list, values in e, 4 entries: N -0.4325; P -0.2037; O -0.2682; C 0.1638

***

No. 6
Computed, not measured: a structure of composition C16H21ClN2O2PdS2Se2, with the ωB97M-V functional and the def2-TZVPD basis.

Output
Total charge: -2
Gap between HOMO and LUMO (spin up / spin down) (Ha): 0.206 / 0.206
Spin multiplicity: 1
E_tot (a.u.): -7069.62224

Geometry (Å):
Pd1 0.293 0.510 -0.372
O1 -0.748 -3.877 2.067
C1 -0.267 -2.611 2.523
C2 -1.375 -1.556 2.647
C3 -2.378 -2.044 3.711
O2 -1.877 -2.059 5.056
C4 -0.837 -0.173 3.067
Se1 0.995 0.313 2.547
C5 -2.163 -1.453 1.338
Se2 -1.139 -1.572 -0.338
H1 -0.973 -3.730 1.133
H2 0.491 -2.222 1.850
H3 0.226 -2.785 3.486
H4 -2.696 -3.054 3.434
H5 -3.253 -1.390 3.718
H6 -0.961 -2.352 5.009
H7 -0.860 -0.076 4.150
H8 -1.457 0.607 2.631
H9 -2.697 -0.503 1.304
H10 -2.892 -2.264 1.271
S1 2.409 1.577 -0.764
C6 2.245 -0.127 -0.918
N1 2.815 -1.006 0.045
C7 2.562 -2.396 -0.250
C8 2.973 -2.562 -1.707
S2 2.473 -1.003 -2.512
H11 2.667 -0.710 0.998
H12 1.505 -2.659 -0.140
H13 3.161 -3.023 0.414
H14 2.472 -3.395 -2.198
H15 4.055 -2.661 -1.804
N2 -2.092 2.362 0.741
C9 -1.172 1.766 0.348
Cl1 1.913 1.768 -4.379
C10 0.828 2.892 -3.611
C11 1.017 4.238 -3.888
C12 0.156 5.187 -3.362
C13 -0.907 4.761 -2.573
C14 -1.082 3.418 -2.305
C15 -0.215 2.426 -2.800
C16 -0.467 1.031 -2.465
H16 1.844 4.536 -4.520
H17 0.315 6.239 -3.566
H18 -1.593 5.487 -2.151
H19 -1.889 3.091 -1.662
H20 0.058 0.259 -3.008
H21 -1.485 0.793 -2.195

natural (NBO) atomic charge list, values in e, 4 entries: Pd 0.6033; O -0.7721; C -0.0762; C -0.1714

***

No. 7
Computed, not measured: an isolated molecule of C16H21ClN2O2S, with the ωB97M-V functional and the def2-TZVPD basis.

Output
Gap between HOMO and LUMO (Ha): 0.311
Spin multiplicity: 1
E_tot (a.u.): -1740.70718

Geometry (Å):
O1 3.909 -0.453 -1.080
C1 3.543 -0.404 -2.227
O2 4.371 -0.214 -3.252
H1 5.284 -0.103 -2.941
C2 2.112 -0.566 -2.669
N1 1.268 -0.798 -1.527
C3 0.109 -0.102 -1.350
N2 -0.498 -0.232 -0.145
C4 -0.099 -1.333 0.726
C5 1.253 -1.191 1.393
C6 2.223 -2.175 1.213
C7 3.467 -2.082 1.808
C8 3.770 -0.990 2.602
C9 2.818 -0.012 2.818
C10 1.569 -0.122 2.227
Cl1 0.394 1.095 2.573
H2 3.033 0.837 3.448
H3 4.743 -0.901 3.059
H4 4.199 -2.857 1.644
H5 1.992 -3.029 0.592
H6 -0.856 -1.422 1.509
H7 -0.100 -2.268 0.150
C11 -1.781 0.407 0.163
C12 -2.941 -0.206 -0.627
C13 -4.263 0.364 -0.123
C14 -4.269 1.885 -0.239
C15 -3.096 2.485 0.531
C16 -1.778 1.928 0.003
H8 -0.937 2.355 0.550
H9 -1.672 2.198 -1.046
H10 -3.100 3.571 0.426
H11 -3.198 2.251 1.594
H12 -5.211 2.283 0.143
H13 -4.186 2.164 -1.291
H14 -5.088 -0.058 -0.701
H15 -4.408 0.079 0.923
H16 -2.930 -1.293 -0.512
H17 -2.820 0.025 -1.684
H18 -1.957 0.209 1.226
S1 -0.496 0.766 -2.629
H19 1.801 -1.037 -0.698
H20 2.051 -1.395 -3.385
H21 1.774 0.339 -3.197

natural (NBO) atomic charge list, values in e, 4 entries: O -0.6070; C 0.7886; O -0.6736; H 0.5010

***

No. 8
Computed, not measured: an isolated molecule of C16H21ClN2O2S, with the ωB97M-V functional and the def2-TZVPD basis.

Output
Gap between HOMO and LUMO (Ha): 0.303
Spin multiplicity: 1
E_tot (a.u.): -1740.21645

Geometry (Å):
C1 -2.579 -3.711 0.625
C2 -1.513 -2.626 0.116
H1 -1.045 -2.745 -0.875
H2 -0.823 -2.512 0.842
O1 -2.359 -1.559 -0.130
C3 -2.025 -0.571 -0.805
O2 -1.155 -0.778 -1.470
C4 -2.834 0.811 -0.919
C5 -2.070 1.985 -1.485
C6 -1.151 2.565 -0.279
N1 -0.892 1.827 0.747
C7 0.204 0.994 0.652
S1 0.614 -0.393 1.843
N2 1.265 1.223 -0.160
C8 2.581 0.678 -0.253
C9 3.502 1.617 0.241
C10 4.943 1.137 0.226
C11 5.215 -0.083 0.066
C12 4.391 -0.876 -0.338
C13 2.912 -0.592 -0.226
C14 1.877 -1.691 -0.739
H3 2.243 -2.390 -1.085
H4 1.069 -1.147 -1.123
H5 1.492 -2.060 0.459
H6 4.577 -1.840 -0.674
Cl1 6.999 -0.472 0.047
H7 5.676 1.856 0.366
H8 3.320 2.841 0.238
H9 1.012 1.866 -0.723
C15 -1.947 1.200 1.598
C16 -3.220 1.221 0.591
H10 -3.904 0.297 0.906
H11 -3.771 2.081 0.656
H12 -2.165 1.857 2.291
H13 -1.777 0.221 2.009
H14 -1.748 3.572 0.283
H15 -0.285 3.128 -0.842
H16 -1.366 1.589 -1.906
H17 -2.703 2.743 -1.816
H18 -3.816 0.724 -1.312
H19 -3.011 -3.533 1.650
H20 -3.550 -3.766 0.033
H21 -2.186 -4.689 0.679

natural (NBO) atomic charge list, values in e, 4 entries: C -0.6278; C -0.0747; H 0.2057; H 0.2078